No. 1
Here is an isolated molecule of C6H8BrClN2 from OMol25. Energies are from ωB97M-V with the def2-TZVPD basis set.

```
18
Properties=species:S:1:pos:R:3:nbo_charge:R:1
C -0.465 -0.408 -1.977 0.140
C -0.182 -0.711 0.930 0.469
C 0.531 0.482 -1.254 -0.477
C 0.896 -0.112 0.107 -0.346
C -2.079 -0.487 -0.292 -0.019
C 1.560 0.969 0.975 -0.575
N -1.575 -0.838 -1.474 -0.474
N -0.170 -1.248 2.051 -0.634
Cl -3.441 -1.380 0.312 0.031
Br -2.348 1.477 0.043 -0.039
H -0.001 -1.036 -2.620 0.174
H 1.413 0.609 -1.865 0.226
H 0.184 1.423 -0.902 0.243
H 1.682 -0.825 -0.151 0.244
H 2.494 1.114 0.657 0.211
H 1.706 0.691 1.968 0.225
H 0.866 1.816 1.047 0.214
H -1.071 -1.536 2.445 0.388
```

HOMO-LUMO gap   7.91 eV
Charge   0

No. 2
Here is a structure of composition C28H27N3SSiSn from OMol25. Energies are from ωB97M-V with the def2-TZVPD basis set.

```
61
Properties=species:S:1:pos:R:3:nbo_charge:R:1
C -1.582 -0.386 -0.335 -0.261
C -0.905 -0.167 -1.534 -0.230
C 0.369 -0.794 -1.462 -0.346
H -1.289 0.385 -2.410 0.267
C 0.449 -1.543 -0.232 -0.374
C -0.739 -1.164 0.514 -0.269
H -1.020 -1.637 1.444 0.253
H -2.585 -0.028 -0.091 0.258
H 1.091 -0.867 -2.274 0.239
H 1.172 -2.334 0.023 0.259
Sn 1.340 0.493 0.852 1.631
C 1.722 2.180 -0.750 -0.787
H 1.034 1.444 -1.355 0.298
H 1.611 2.961 0.093 0.277
H 2.612 2.505 -1.377 0.267
Si -0.548 3.741 -2.446 1.263
C -1.446 5.123 -1.654 -0.494
C -2.747 4.711 -1.332 -0.189
H -3.097 3.796 -1.798 0.202
C -3.517 5.367 -0.345 -0.207
H -4.491 4.968 -0.078 0.225
C -2.973 6.448 0.366 -0.185
H -3.563 6.967 1.123 0.233
C -1.693 6.903 0.006 -0.203
H -1.239 7.743 0.531 0.227
C -0.932 6.237 -0.979 -0.181
H 0.101 6.576 -1.100 0.218
C -0.457 3.203 -4.152 -0.530
C -1.527 3.584 -4.979 -0.179
H -2.139 4.484 -4.774 0.232
C -1.824 2.805 -6.074 -0.193
H -2.683 3.177 -6.673 0.240
C -1.015 1.680 -6.355 -0.188
H -1.195 1.128 -7.249 0.230
C 0.126 1.364 -5.600 -0.214
H 0.852 0.553 -5.820 0.222
C 0.459 2.192 -4.536 -0.195
H 1.402 1.945 -4.013 0.188
H -0.959 2.517 -1.714 -0.214
H 0.728 4.051 -2.074 -0.222
N 3.168 -2.392 3.407 -0.486
C 1.990 -2.284 4.233 0.131
C 1.464 -3.117 5.212 -0.205
C 0.130 -2.879 5.639 -0.162
C -0.693 -1.864 5.082 -0.171
C -0.136 -1.064 4.071 -0.215
C 1.184 -1.292 3.686 0.083
N 1.871 -0.761 2.594 -0.589
C 3.022 -1.457 2.397 0.409
C 3.756 -1.305 1.161 0.045
C 4.842 -2.019 0.748 -0.343
S 5.166 -1.549 -0.923 0.617
C 3.777 -0.524 -1.016 -0.101
N 3.230 -0.414 0.214 -0.588
H 3.972 -3.027 3.419 0.451
H 2.132 -3.877 5.601 0.248
H -0.276 -3.508 6.426 0.251
H -1.727 -1.721 5.449 0.259
H -0.696 -0.245 3.603 0.235
H 5.269 -2.697 1.482 0.280
H 3.525 0.222 -1.799 0.280
```

HOMO-LUMO gap (alpha / beta)   4.52 / 4.51 eV
Charge   +2

No. 3
Here is a structure of composition C4H7BN2O from OMol25. Energies are from ωB97M-V with the def2-TZVPD basis set.

```
15
Properties=species:S:1:pos:R:3:lowdin_spin:R:1
B 1.508 -1.088 -0.040 0.260
C -1.465 -1.622 0.002 0.187
C -2.362 -0.658 0.077 0.001
C 0.098 -0.498 -0.058 0.477
C 0.253 1.937 -0.052 0.013
N -1.785 0.729 0.190 0.608
N -0.484 0.645 0.086 0.312
O 2.474 -0.159 0.114 0.112
H 1.654 -2.243 -0.337 0.018
H -1.189 -2.668 -0.068 0.009
H -3.378 -0.663 -0.049 -0.008
H 0.350 2.299 -1.038 0.007
H -0.272 2.635 0.621 0.001
H 1.246 1.645 0.381 0.001
H 3.352 -0.295 0.171 0.001
```

Multiplicity   3
HOMO-LUMO gap (alpha / beta)   6.27 / 8.34 eV
Charge   0

No. 4
Here is the ion C4H13N2 with charge +1 from OMol25. Energies are from ωB97M-V with the def2-TZVPD basis set.

```
19
Properties=species:S:1:pos:R:3:nbo_charge:R:1
C -1.448 1.091 -2.102 -0.664
C -1.191 1.069 -0.625 -0.221
N -0.600 -0.221 -0.115 -0.663
C 0.836 -0.282 -0.286 -0.280
C 1.594 -0.321 1.049 -0.235
N 0.767 -1.197 1.953 -0.694
H -1.032 0.270 -2.687 0.220
H -2.514 1.163 -2.310 0.238
H -1.025 1.976 -2.586 0.237
H -0.523 1.852 -0.261 0.196
H -2.051 1.270 0.019 0.215
H -0.992 -0.961 -0.677 0.382
H 1.223 -1.023 -0.992 0.225
H 1.321 0.571 -0.802 0.228
H 1.698 0.670 1.490 0.229
H 2.614 -0.688 0.984 0.239
H 0.999 -2.195 1.872 0.437
H -0.221 -1.022 1.686 0.471
H 0.958 -1.003 2.932 0.439
```

HOMO-LUMO gap   10.54 eV
Charge   +1
SMILES   CCNCC[NH3+]

No. 5
Here is a cluster of 2 separate species, C2H6NP in total from OMol25. Energies are from ωB97M-V with the def2-TZVPD basis set.

```
10
Properties=species:S:1:pos:R:3:lowdin_spin:R:1
C -0.295 0.989 1.246 0.638
C -0.760 -0.748 -0.050 0.749
N 0.641 1.664 0.872 0.256
P 0.929 -1.460 -0.580 0.051
H -1.093 0.952 1.993 0.080
H -1.275 -1.394 0.656 0.030
H -1.372 -0.382 -0.800 0.042
H 0.806 2.636 1.384 0.097
H 0.153 -2.725 -1.000 0.056
H 1.040 -2.141 0.768 0.000
```

Multiplicity   3
HOMO-LUMO gap (alpha / beta)   6.44 / 8.44 eV
Charge   0

No. 6
Here is a structure of composition C7H14O2 from OMol25. Energies are from ωB97M-V with the def2-TZVPD basis set.

```
23
Properties=species:S:1:pos:R:3:nbo_charge:R:1
C -0.586 0.560 0.512 0.335
C 0.363 -1.147 0.617 0.111
C 1.221 -0.134 -0.637 -0.441
C -0.217 1.974 0.886 -0.683
C -1.709 0.454 -0.492 -0.695
C 0.958 -0.709 -2.020 -0.623
C -0.719 -0.368 1.716 0.130
O 1.343 -1.713 1.393 -0.695
O -1.863 -0.903 1.961 -0.787
H 1.720 -2.485 0.945 0.477
H -0.217 -1.872 0.045 0.203
H -0.095 -0.012 2.568 0.147
H 1.312 0.951 -0.737 0.224
H 2.246 -0.371 -0.335 0.232
H 0.725 2.009 1.438 0.235
H -0.141 2.625 0.012 0.206
H -1.009 2.370 1.531 0.260
H -2.625 0.856 -0.047 0.279
H -1.931 -0.579 -0.762 0.247
H -1.487 1.016 -1.402 0.203
H 0.071 -0.272 -2.486 0.210
H 1.770 -0.453 -2.707 0.219
H 0.868 -1.798 -1.999 0.205
```

HOMO-LUMO gap   7.54 eV
Charge   0

No. 7
Here is a cluster of 2 separate species, CHBr3OSi in total from OMol25. Energies are from ωB97M-V with the def2-TZVPD basis set.

```
7
Properties=species:S:1:pos:R:3:nbo_charge:R:1
C -0.750 0.036 1.598 0.369
O -1.721 -0.617 1.622 -0.448
Si 0.566 -0.053 -0.800 0.764
Br 1.313 1.961 -1.657 -0.302
Br 2.237 -1.528 -0.917 -0.269
Br -1.078 -0.633 -2.164 -0.273
H -0.568 0.833 2.320 0.160
```

HOMO-LUMO gap (alpha / beta)   7.61 / 7.61 eV
Charge   0

No. 8
Here is a structure of composition C3H8N2S2 from OMol25. Energies are from ωB97M-V with the def2-TZVPD basis set.

```
15
Properties=species:S:1:pos:R:3:nbo_charge:R:1
C 0.941 1.249 -1.473 -0.133
C -0.288 -0.583 0.146 -0.075
C -1.560 -1.226 0.658 -0.662
N 1.099 1.353 -0.102 -0.451
N -0.072 0.817 0.449 -0.513
S -0.120 -0.799 -1.601 -0.057
S 1.284 -1.328 1.061 -0.126
H 0.161 1.897 -1.862 0.193
H 1.749 1.043 -2.158 0.219
H -2.040 -1.900 -0.112 0.240
H -2.215 -0.498 1.144 0.227
H -1.242 -1.911 1.416 0.238
H 1.967 0.807 0.212 0.394
H -0.767 1.447 0.216 0.368
H 1.102 -0.368 2.006 0.135
```

HOMO-LUMO gap   8.90 eV
Charge   0

Which ΔE to the lowest compared entry with this formula, charge and spin belongs to each record? In order, 0.0; 44.0; 27.3; 31.1; 66.5; 133.5; 32.2; 68.5 kcal per mole.